Computed, not measured: a cluster of 12 separate species, C38H59NO36S6 in total in a non-equilibrium geometry, with ωB97M-V/def2-TZVPD.

XYZ file:
```
140
Properties=species:S:1:pos:R:3:lowdin_spin:R:1
C -7.30853 1.40279 -0.11703 0.00
C -6.48465 0.89889 -1.23049 0.00
O -5.18092 1.32572 -0.89514 0.00
S -4.89883 1.10534 0.71262 0.00
O -4.02705 2.20818 1.08053 0.00
O -4.50504 -0.24817 1.03511 0.00
O -6.49588 1.37115 1.07639 0.00
H -8.21716 0.83980 0.09638 0.00
H -7.62232 2.43483 -0.27364 0.00
H -6.62780 1.40801 -2.18359 0.00
H -6.44972 -0.16128 -1.48135 0.00
C 2.09282 3.27348 -4.62843 0.00
C 2.90903 2.14917 -4.07240 0.00
O 2.70586 2.13011 -2.62215 0.00
S 2.12375 3.63370 -2.13757 0.00
O 3.27088 4.37183 -1.63461 0.00
O 0.92325 3.45322 -1.27279 0.00
O 1.85824 4.21795 -3.61242 0.00
H 1.16937 2.78357 -4.93719 0.00
H 2.48727 3.71310 -5.54453 0.00
H 3.97960 2.30049 -4.21051 0.00
H 2.72558 1.24587 -4.65421 0.00
C 5.90319 2.29575 -0.99490 0.00
C 4.95043 1.45258 -0.11491 0.00
O 5.78610 0.35443 0.16896 0.00
S 7.35123 0.76174 0.54542 0.00
O 8.37647 -0.06501 -0.08816 0.00
O 7.44406 1.19024 1.92725 0.00
O 7.19143 2.12142 -0.41407 0.00
H 5.66727 3.35212 -1.12350 0.00
H 5.71896 2.05013 -2.04076 0.00
H 4.06620 1.21839 -0.70769 0.00
H 4.69796 2.04133 0.76698 0.00
C -1.18349 0.66862 -0.03264 0.00
C -1.20422 0.43140 1.51557 0.00
O -0.21524 -0.45036 1.74101 0.00
S 1.03504 -0.40359 0.57128 0.00
O 1.04101 -1.63546 -0.18986 0.00
O 2.29551 0.14883 1.07699 0.00
O 0.21768 0.71667 -0.27830 0.00
H -1.62456 1.61578 -0.34320 0.00
H -1.56818 -0.13976 -0.65444 0.00
H -2.11988 0.11359 2.01422 0.00
H -0.95986 1.40646 1.93704 0.00
C 2.07319 -2.99819 4.79689 0.00
C 1.12739 -2.05554 4.03442 0.00
O 0.52608 -2.87474 3.01619 0.00
S 0.77172 -4.47442 3.25194 0.00
O 1.87032 -4.90295 2.32523 0.00
O -0.45199 -5.25419 3.45532 0.00
O 1.45766 -4.24224 4.72456 0.00
H 2.24413 -2.72772 5.83887 0.00
H 2.95801 -2.95745 4.16163 0.00
H 1.56439 -1.17007 3.57283 0.00
H 0.37551 -1.65202 4.71262 0.00
C -1.40811 3.73777 4.78690 0.00
C 0.05522 4.09822 4.48328 0.00
O 0.55481 5.17359 5.23806 0.00
S -0.68960 6.06404 5.75647 0.00
O -0.76450 7.30420 4.97552 0.00
O -0.69146 6.10520 7.22538 0.00
O -1.86097 5.01509 5.24218 0.00
H -1.34594 3.11678 5.68055 0.00
H -1.84269 3.17928 3.95784 0.00
H 0.19258 4.38997 3.44207 0.00
H 0.78382 3.32752 4.73481 0.00
C -3.53364 -3.49351 0.46219 0.00
C -2.52242 -2.96354 1.20620 0.00
C -2.76508 -2.67351 2.51790 0.00
C -4.00243 -2.90293 3.16571 0.00
C -5.01517 -3.45604 2.33378 0.00
C -4.74318 -3.75333 0.98719 0.00
N -4.15281 -2.57661 4.60791 0.00
O -3.22863 -2.01390 5.22074 0.00
O -5.18104 -2.95579 5.19298 0.00
H -3.37249 -3.72070 -0.58127 0.00
H -1.52943 -2.76507 0.83071 0.00
H -1.94088 -2.24446 3.06836 0.00
H -5.93252 -3.71452 2.84178 0.00
H -5.48897 -4.28441 0.41435 0.00
O -2.96036 -1.42464 -2.48855 0.00
C -3.92892 -1.81129 -3.04857 0.00
O -4.92973 -0.92646 -3.36082 0.00
C -6.00606 -1.50768 -3.92589 0.00
C -5.58525 -2.92770 -4.29900 0.00
C -4.25709 -3.20971 -3.59132 0.00
H -6.49887 -0.98808 -4.74764 0.00
H -6.77143 -1.64035 -3.16123 0.00
H -5.51266 -2.91913 -5.38655 0.00
H -6.29422 -3.74140 -4.14618 0.00
H -3.52186 -3.52732 -4.33068 0.00
H -4.41918 -3.91835 -2.77913 0.00
O 5.96434 -4.04445 -2.01718 0.64
C 5.29246 -3.88653 -1.05478 0.10
O 5.38150 -4.64774 0.01345 0.06
C 4.70104 -4.21533 1.15757 0.01
C 3.73115 -3.22024 0.52644 0.04
C 4.25296 -2.74253 -0.82675 0.13
H 5.43808 -3.74584 1.80907 0.00
H 4.06701 -4.95290 1.64961 0.00
H 3.57908 -2.33980 1.15077 0.01
H 2.70906 -3.59895 0.52626 0.00
H 4.87119 -1.84832 -0.74755 0.00
H 3.61398 -2.77999 -1.70902 0.00
O -4.10717 5.13362 -5.40376 0.00
C -3.35426 4.36664 -4.82363 0.00
O -3.85864 3.15506 -4.38826 0.00
C -2.85104 2.30754 -3.71976 0.00
C -1.75754 3.28259 -3.40678 0.00
C -1.91657 4.49101 -4.32184 0.00
H -2.47742 1.55637 -4.41564 0.00
H -3.20671 1.86989 -2.78699 0.00
H -0.86672 2.67522 -3.56692 0.00
H -1.80018 3.65490 -2.38322 0.00
H -1.26286 4.56833 -5.19062 0.00
H -1.80453 5.35599 -3.66811 0.00
O 3.11578 2.18419 5.76589 0.00
C 3.73011 1.30769 5.18652 0.00
O 4.78056 0.58561 5.74033 0.00
C 5.46458 -0.16349 4.73105 0.00
C 4.57298 -0.07719 3.45877 0.00
C 3.53727 1.04860 3.68732 0.00
H 5.64246 -1.18900 5.05476 0.00
H 6.34640 0.36694 4.37169 0.00
H 4.06355 -1.02067 3.26272 0.00
H 5.17738 0.15570 2.58210 0.00
H 2.52149 0.75990 3.41721 0.00
H 3.81794 1.98719 3.20945 0.00
O 0.36972 0.49355 -6.33404 0.00
C 0.34696 -0.34613 -5.43041 0.00
O -0.29036 -0.14498 -4.32013 0.00
C 0.26290 -0.96315 -3.22966 0.00
C 0.88658 -2.14905 -3.96638 0.00
C 1.12324 -1.66782 -5.40170 0.00
H -0.47030 -1.27094 -2.48414 0.00
H 1.00459 -0.37417 -2.69013 0.00
H 0.12351 -2.91957 -3.85630 0.00
H 1.82566 -2.47061 -3.51602 0.00
H 0.80873 -2.20373 -6.29723 0.00
H 2.20025 -1.56756 -5.53618 0.00
```

Output
Orbital gap (alpha / beta) = 7.9 / 2.3 eV
E_LUMO (alpha / beta) = -0.1400 / -0.3464 Ha
Calculated total energy = -6635.17625 a.u.
Spin multiplicity = 2
Charge = +1
HOMO (alpha / beta) = -11.714 / -11.714 eV